Entry i
Here is a cluster of 2 separate species, C3H4ClFO in total from the Open Molecules 2025 dataset. Energies are from the ωB97M-V functional and the def2-TZVPD basis.

```
10
Properties=species:S:1:pos:R:3
C -1.10722 0.15059 1.44286
C 0.50719 0.62959 -0.16577
C 0.40675 -0.47423 -1.11810
O -1.83783 -0.68185 1.00614
F 0.83672 -1.59200 -0.44290
Cl -1.01874 0.69551 2.92869
H 0.04842 1.51050 -0.35344
H 1.57256 0.76112 0.23298
H -0.60288 -0.69667 -1.62400
H 1.19503 -0.30256 -1.90647
```

Gap between HOMO and LUMO (spin up / spin down)   0.3250 / 0.3250 hartree
Net charge   0
Multiplicity   1

***

Entry ii
Here is a cluster of 2 separate species, C3H4ClFO in total from the Open Molecules 2025 dataset. Energies are from the ωB97M-V functional and the def2-TZVPD basis.

```
10
Properties=species:S:1:pos:R:3
C -1.29478 -0.74320 0.07596
C -0.41554 0.41196 0.11771
C 1.66390 0.28923 -0.15611
O -0.92359 -0.10587 1.27433
F -0.80308 1.63579 -0.26316
Cl -2.96238 -0.57327 -0.42303
H -0.90373 -1.74279 -0.06811
H 1.86990 -0.71953 0.15111
H 2.01582 1.06039 0.50036
H 1.75347 0.48730 -1.20906
```

Gap between HOMO and LUMO   0.3985 hartree
Net charge   0
Multiplicity   1

***

Entry iii
Here is an isolated molecule of C3H4ClFO from the Open Molecules 2025 dataset. Energies are from the ωB97M-V functional and the def2-TZVPD basis.

```
10
Properties=species:S:1:pos:R:3
C -0.57445 -0.54045 -0.05103
C 1.00057 -0.41656 0.23858
C 0.29635 0.54221 -0.61719
H -1.70467 0.63430 1.14936
H -0.97555 -1.32801 -0.70275
H 1.75566 -1.08196 -0.21455
H 1.13612 -0.08019 1.26342
O -1.31301 -0.23830 1.15962
F 0.33865 0.25651 -2.00974
Cl 0.04032 2.25245 -0.21572
```

Gap between HOMO and LUMO   0.4096 hartree
Net charge   0
Multiplicity   1

***

Computed energies relative to the best structure, in kcal/mol: entry i 38.7; entry ii 30.8; entry iii 0.0

***

Entry i
Here is a cluster of 2 separate species, C4H10NO2 in total from the Open Molecules 2025 dataset. Energies are from the ωB97M-V functional and the def2-TZVPD basis.

```
17
Properties=species:S:1:pos:R:3
N 1.11538 -0.05641 -2.11715
C 1.44184 1.16341 -1.29945
O 1.10096 1.00417 -0.01579
H 1.82314 -0.23496 -2.82783
H 1.11434 -0.87981 -1.53270
H 2.53106 1.38449 -1.48027
H 0.94768 1.99078 -1.87063
O -2.80088 -0.52011 -0.49939
C -1.71297 -0.20454 -0.06453
C -1.36160 -0.04550 1.38063
C -0.22899 -0.98605 1.81888
H -0.90574 0.19216 -0.69266
H -2.21982 -0.14737 2.05424
H -0.98012 0.97801 1.45237
H -0.54994 -2.00602 1.58239
H 0.02535 -0.89747 2.87482
H 0.66031 -0.73475 1.23710
```

Gap between HOMO and LUMO   0.2580 hartree
Net charge   -1
Multiplicity   1

***

Entry ii
Here is the ion C4H10NO2 with charge -1 from the Open Molecules 2025 dataset. Energies are from the ωB97M-V functional and the def2-TZVPD basis.

```
17
Properties=species:S:1:pos:R:3
C -0.00026 -0.62927 0.93710
C 1.27998 0.21608 0.68057
C 0.88775 1.70372 0.90306
O -0.28701 1.99807 0.32699
N -0.88302 -0.46533 -0.23022
C -1.18120 -1.33984 -1.27213
O -1.56382 -0.64800 -2.45367
H 0.10840 -1.69555 1.18856
H -0.52265 -0.04985 1.71714
H 2.16387 -0.00799 1.30263
H 1.49297 0.05076 -0.38127
H 1.09517 1.87183 1.96897
H 1.74359 2.24921 0.42535
H -0.85894 0.59379 -0.27127
H -1.94785 -2.07526 -1.03705
H -0.31556 -1.98248 -1.55910
H -1.21145 0.21010 -2.24565
```

Gap between HOMO and LUMO   0.2647 hartree
Net charge   -1
Multiplicity   1

***

Computed energies relative to the best structure, in kcal/mol: entry i 0.0; entry ii 18.8

***

Entry i
Here is a cluster of 2 separate species, C11H15N in total from the Open Molecules 2025 dataset. Energies are from the ωB97M-V functional and the def2-TZVPD basis.

```
27
Properties=species:S:1:pos:R:3
C 2.38727 1.98316 1.75296
C 2.33633 1.59307 0.26936
H 3.15397 1.60314 2.50023
H 2.49953 3.00370 2.02961
H 1.36906 1.72341 2.28107
H 1.73351 0.66905 0.13148
H 3.38016 1.73159 -0.07050
H 1.87093 2.19987 -0.35329
C -0.80907 -1.73146 -3.04548
C -0.70323 0.12118 0.25545
C -0.85712 -0.98274 -0.46778
C -0.73226 -0.81523 -1.88530
C -0.56109 0.57669 -1.93041
C -1.01994 0.30108 1.59553
C -1.35310 -0.83462 2.21045
C -1.31345 -2.18372 0.22061
C -1.50142 -2.08519 1.56552
N -0.63381 1.15383 -0.65755
H -0.69528 2.15245 -0.53438
H -1.16942 1.30462 2.03580
H -0.53568 1.29772 -2.76261
H -1.71141 -0.94376 3.18065
H -1.06867 -2.96759 -0.49332
H -1.17929 -2.73980 -2.94980
H 0.25620 -1.94436 -3.25437
H -1.73413 -2.84977 2.19861
H -1.40862 -1.33631 -3.82255
```

<S²>   0.770
Gap between HOMO and LUMO (spin up / spin down)   0.3555 / 0.2262 hartree
Net charge   +1
Multiplicity   2

***

Entry ii
Here is a cluster of 2 separate species, C11H15N in total from the Open Molecules 2025 dataset. Energies are from the ωB97M-V functional and the def2-TZVPD basis.

```
27
Properties=species:S:1:pos:R:3
C -2.28274 -2.63689 -2.07238
C -3.05339 -3.51531 -3.06091
H -2.66199 -1.57093 -2.11934
H -2.40080 -3.06886 -1.04779
H -1.23121 -2.61818 -2.29525
H -2.64966 -4.55115 -2.97675
H -2.96493 -3.14573 -4.14398
H -4.13435 -3.50510 -2.86314
C 0.10390 3.21151 2.73805
C 0.89519 1.34610 1.13170
C 1.13582 2.53310 1.90869
C 2.12116 0.96601 0.51743
C 2.46096 2.82169 1.77291
C -0.12631 -0.54870 0.10363
C 1.10776 -0.88861 -0.51230
C -0.23104 0.56597 0.92649
C 2.23009 -0.13872 -0.28055
N 3.05286 1.88918 0.92333
H -1.02906 -1.18401 -0.06500
H 1.15207 -1.77049 -1.13210
H -1.17290 0.82328 1.40747
H 3.23971 -0.40099 -0.75697
H -0.00019 2.55915 3.64647
H -0.89244 3.08165 2.22336
H 3.01511 3.65226 2.27801
H 4.05769 1.84359 0.76227
H 0.25869 4.25020 2.98664
```

<S²>   0.767
Gap between HOMO and LUMO (spin up / spin down)   0.3588 / 0.2168 hartree
Net charge   +1
Multiplicity   2

***

Computed energies relative to the best structure, in kcal/mol: entry i 51.6; entry ii 0.0

***

Entry i
Here is a cluster of 2 separate species, C3H7NSi in total from the Open Molecules 2025 dataset. Energies are from the ωB97M-V functional and the def2-TZVPD basis.

```
12
Properties=species:S:1:pos:R:3
C -3.30549 0.66763 -0.29372
C 0.76883 -0.31513 -1.55453
C 0.92663 0.81385 1.18365
N -2.19118 0.33972 -0.20993
Si 1.19634 1.40043 -0.61544
H -4.29511 0.90712 -0.52926
H 0.31522 -1.00167 -0.90158
H 0.01911 -0.07929 -2.41334
H 1.64244 -0.75529 -1.98796
H 0.23141 -0.04242 1.16501
H 1.85507 0.67204 1.68386
H 0.42571 1.54061 1.86644
```

Gap between HOMO and LUMO   0.2855 hartree
Net charge   0
Multiplicity   1

***

Entry ii
Here is an isolated molecule of C3H7NSi from the Open Molecules 2025 dataset. Energies are from the ωB97M-V functional and the def2-TZVPD basis.

```
12
Properties=species:S:1:pos:R:3
C -0.85488 -1.49785 -1.98117
C 1.24908 0.02446 -0.15959
C -0.07775 0.04714 0.52772
N -0.55561 -2.13020 -2.89393
Si -1.55964 -0.38700 -0.61824
H 2.02263 -0.40300 0.44969
H 1.32562 -0.63055 -1.04735
H 1.45361 0.93800 -0.60586
H -0.23268 1.00076 1.10887
H -0.14763 -0.64744 1.56937
H -2.33078 0.61824 -1.40091
H -2.22617 -1.25745 0.34803
```

Gap between HOMO and LUMO   0.4250 hartree
Net charge   0
Multiplicity   1

***

Computed energies relative to the best structure, in kcal/mol: entry i 35.8; entry ii 0.0